Record 1
{
  "formula": "C6H20KNO7",
  "method": "wB97M-V/def2-TZVPD",
  "species": ["K", "N", "O", "O", "O", "O", "H", "H", "O", "H", "H", "C", "C", "C", "O", "H", "H", "H", "H", "H", "H", "H", "H", "C", "C", "C", "O", "H", "H", "H", "H", "H", "H", "H", "H"],
  "xyz": [[17.6371, -16.9743, -15.3486], [19.7630, -14.0483, -16.2586], [20.4322, -14.9140, -16.8232], [20.1569, -12.9079, -16.0413], [18.6190, -14.2632, -15.9768], [21.5346, -12.0708, -18.9269], [21.4616, -12.3307, -18.0085], [21.6002, -12.8970, -19.4057], [18.1300, -12.2977, -13.5101], [17.2627, -12.5611, -13.2028], [18.3533, -12.9432, -14.1807], [22.7212, -17.6761, -16.6546], [23.1082, -17.3370, -18.0450], [22.4526, -18.3776, -19.0478], [22.6874, -15.9724, -18.1853], [21.6625, -17.6420, -16.3977], [23.0239, -16.9306, -15.9192], [23.1017, -18.6544, -16.3608], [24.1934, -17.4028, -18.1229], [21.3666, -18.3863, -18.9545], [22.8614, -19.3302, -18.7108], [22.7239, -18.2257, -20.0926], [21.9508, -15.7662, -17.6052], [17.9386, -12.4358, -19.8077], [17.1017, -11.5502, -18.8506], [16.1011, -12.3203, -18.0357], [17.9283, -10.9618, -17.8863], [18.4084, -13.1861, -19.1716], [18.6866, -11.8249, -20.3130], [17.4600, -12.9415, -20.6463], [16.6627, -10.7568, -19.4556], [16.5683, -13.1820, -17.5590], [15.2314, -12.6061, -18.6273], [15.6454, -11.7648, -17.2160], [18.3971, -11.7057, -17.5010]],
  "forces_ev_per_a": [[0.425, 0.717, -0.294], [2.192, 1.979, -1.074], [0.828, -0.981, -0.162], [1.564, 0.593, -0.164], [-5.101, -2.397, 1.638], [-0.005, 0.277, -0.313], [-0.109, -0.102, 0.488], [0.077, -0.249, -0.064], [-0.025, 0.094, 0.440], [-0.219, 0.060, 0.085], [0.250, -0.102, -0.644], [-0.028, -0.835, 1.991], [-1.864, 0.502, -0.386], [0.880, 0.986, 0.915], [0.945, -0.364, -1.532], [-0.555, -0.398, -0.901], [0.950, 0.043, -0.189], [0.005, -0.065, 0.225], [0.029, 0.285, -0.273], [0.010, 0.060, 0.071], [-0.183, -0.275, -0.240], [0.056, 0.166, 0.110], [-0.194, 0.005, 0.145], [0.036, 0.355, 0.240], [-0.018, -0.446, -0.488], [-1.523, -0.427, -0.273], [0.850, 0.679, -0.252], [0.361, -0.164, -0.202], [0.293, 0.064, 0.463], [-0.737, -0.058, 0.332], [-0.250, 0.171, 0.291], [0.079, -0.238, -0.217], [0.044, -0.571, -0.242], [0.413, 0.530, -0.049], [0.524, 0.105, 0.523]],
  "e_tot_ha": -1421.83537,
  "gap_ev": 7.36,
  "relative_energy_kcal_mol": 33.1,
  "e_homo_ev": -9.1777
}

=====

Record 2
{
  "formula": "C6H20MoN3S",
  "method": "wB97M-V/def2-TZVPD",
  "species": ["C", "Mo", "N", "H", "H", "H", "H", "H", "H", "H", "H", "C", "C", "N", "C", "S", "N", "C", "C", "H", "H", "H", "H", "H", "H", "H", "H", "H", "H", "H", "H"],
  "xyz": [[-1.1198, -2.7328, -1.6093], [-1.0103, 1.0788, -2.7130], [-0.4003, 0.6374, -4.8607], [-2.4598, 0.3248, -3.1749], [-0.7321, 1.5435, -5.2181], [-0.2782, -3.2562, -2.0399], [-1.9904, -3.2266, -1.9679], [-1.0745, -1.7392, -2.1376], [-0.8867, -2.7265, -0.5436], [0.5768, 0.6131, -5.1598], [-0.8746, -0.0425, -5.4378], [-0.7962, -0.0074, 4.0222], [-0.6077, -0.2577, 2.5124], [-0.9380, 0.9647, 1.7462], [-0.5185, 1.1143, 0.4350], [-1.7768, 1.8260, -0.5191], [0.7845, 0.9031, 0.1459], [1.8928, 1.1949, 1.0806], [2.9518, 0.1236, 0.9422], [-0.2570, 0.9130, 4.3491], [-0.4343, -0.8830, 4.6037], [-1.8588, 0.1446, 4.2917], [0.4487, -0.5012, 2.3558], [-1.2107, -1.1523, 2.2380], [-1.9531, 1.1479, 1.8473], [1.0234, 1.0233, -0.8451], [2.2999, 2.1981, 0.8848], [1.4657, 1.1875, 2.0788], [3.4910, 0.2500, 0.0038], [3.7103, 0.2335, 1.7214], [2.5332, -0.8966, 0.9680]],
  "forces_ev_per_a": [[1.560, 1.083, -1.057], [-0.736, -0.421, -0.090], [0.507, 0.989, -0.093], [0.308, 0.261, 0.035], [-0.038, -0.128, -0.122], [0.306, -0.394, -0.255], [-0.901, -0.423, 0.394], [-0.195, -0.607, 1.030], [-0.751, 0.298, -0.062], [-0.121, -0.126, 0.243], [-0.354, -0.354, 0.169], [-0.025, 0.282, 0.276], [0.615, -0.265, 1.244], [-0.545, -1.239, -1.057], [-0.344, 0.909, 2.237], [0.888, -0.559, -1.281], [-1.067, 0.591, -0.868], [-0.124, -0.552, 0.210], [0.474, -0.138, -0.011], [-0.230, -0.752, -0.238], [-0.183, 0.609, -0.402], [0.433, -0.117, -0.237], [-0.328, -0.068, -0.160], [0.233, 0.767, -0.306], [1.012, 0.192, -0.255], [-0.133, -0.025, 0.723], [-0.238, -0.273, -0.042], [0.075, 0.202, -0.002], [-0.046, -0.129, -0.153], [-0.166, -0.085, 0.025], [0.114, 0.471, 0.106]],
  "e_tot_ha": -870.88509,
  "s2": 2.01,
  "gap_ev": [7.47, 6.68],
  "relative_energy_kcal_mol": 15.0,
  "e_homo_ev": [-11.4770, -10.5496],
  "charge": 1,
  "multiplicity": 3
}

=====

Record 3
{
  "formula": "C6H20N2O2",
  "method": "wB97M-V/def2-TZVPD",
  "species": ["N", "C", "C", "N", "C", "C", "C", "C", "H", "H", "H", "H", "H", "H", "H", "H", "H", "H", "H", "H", "H", "H", "H", "H", "H", "H", "O", "H", "H", "O"],
  "xyz": [[2.7305, 1.7743, -1.1537], [1.4846, 1.0475, -1.3992], [0.6943, 0.6854, -0.0961], [-0.7575, 0.6768, -0.4014], [-1.4198, 1.2503, 0.8467], [-2.9265, 1.2188, 1.0133], [-1.1570, -0.7525, -0.5962], [-2.3494, -0.8832, -1.5389], [2.4713, 2.5886, -0.6168], [3.3696, 1.1672, -0.6526], [1.6939, 0.0813, -1.8790], [0.8824, 1.6768, -2.0776], [1.0335, 1.3560, 0.7021], [1.0512, -0.2863, 0.2299], [-0.9617, 2.2389, 0.8570], [-1.0561, 0.7191, 1.7413], [-3.4125, 2.1980, 0.8619], [-3.3153, 0.5367, 0.2483], [-3.2228, 1.0181, 2.0468], [-1.3233, -1.2165, 0.3854], [-0.3337, -1.2941, -1.0342], [-2.3232, -1.8670, -2.0480], [-3.3376, -0.7567, -1.0194], [-2.3556, 0.0394, -2.1673], [1.2682, -0.8340, 2.6244], [2.0881, -1.0634, 3.8634], [2.1482, -1.1575, 2.8887], [0.9403, -3.8403, -0.2074], [1.7277, -2.4616, -0.0141], [0.9872, -2.9102, -0.4500]],
  "forces_ev_per_a": [[-0.124, -0.540, -0.599], [-0.292, -0.224, 0.398], [0.445, 0.594, -1.519], [-0.588, -0.633, 1.897], [1.310, -0.244, -0.030], [-0.505, 1.003, -0.917], [-0.327, 0.727, 0.037], [-1.083, 0.806, 0.485], [0.477, 0.023, 0.379], [0.011, 0.416, 0.326], [0.121, 0.429, -0.343], [-0.050, -0.462, 0.371], [-0.641, 0.238, -0.118], [-0.134, -0.283, 0.254], [-0.476, 0.274, 0.428], [0.473, -0.034, -0.261], [0.319, -0.165, -0.476], [-0.399, 0.073, 0.831], [0.152, -0.734, -0.268], [-0.076, -0.106, -0.108], [0.213, 0.051, -0.117], [-0.164, 0.801, -0.096], [0.794, -0.663, -0.315], [0.324, -1.096, -0.296], [-0.042, -0.085, -0.117], [0.174, -0.127, -0.259], [-0.113, 0.167, 0.294], [0.484, 0.156, 0.385], [-0.091, -0.635, 0.343], [-0.194, 0.275, -0.591]],
  "e_tot_ha": -500.50066,
  "s2": 0.75,
  "gap_ev": [2.72, 9.08],
  "relative_energy_kcal_mol": 20.4,
  "e_homo_ev": [0.7304, -5.6694],
  "charge": -1,
  "multiplicity": 2
}

=====

Record 4
{
  "formula": "C6H20N2O2",
  "method": "wB97M-V/def2-TZVPD",
  "species": ["C", "C", "C", "C", "C", "N", "N", "C", "H", "H", "H", "H", "H", "H", "H", "H", "H", "H", "H", "H", "H", "H", "H", "H", "O", "H", "H", "O", "H", "H"],
  "xyz": [[1.2258, -2.8934, 0.0223], [0.3516, -1.6939, 0.4520], [0.7265, -0.3980, -0.2336], [-0.4056, 0.6653, -0.1877], [0.1742, 2.0458, -0.5190], [-0.6528, 3.2266, -0.1994], [-1.4418, 0.1593, -1.0996], [-2.7145, 0.8940, -1.2602], [0.5759, -3.7693, 0.0166], [2.0805, -3.1698, 0.6612], [1.8526, -2.8701, -0.8763], [-0.6602, -1.9220, 0.1182], [0.3816, -1.5924, 1.5338], [0.8889, -0.5162, -1.3093], [1.6418, 0.0832, 0.1091], [-0.8500, 0.7790, 0.7991], [0.4058, 2.1409, -1.5818], [1.0547, 2.2243, 0.1151], [-1.3022, 3.1576, 0.5769], [-1.1851, 3.5165, -1.0081], [-1.0375, -0.0891, -1.9906], [-2.6564, 1.9718, -1.3386], [-3.2691, 0.6319, -0.3529], [-3.2056, 0.4335, -2.1138], [-1.2684, 0.1483, 3.0988], [-0.6036, -0.0120, 2.3917], [-0.7414, -0.0345, 3.9144], [3.8944, -1.0486, -0.0093], [3.5374, -1.5664, 0.6769], [3.2023, -0.5023, -0.4059]],
  "forces_ev_per_a": [[0.771, -0.890, 0.605], [0.965, -0.382, -1.153], [-0.629, 1.343, -0.150], [0.070, -0.165, -0.940], [-0.401, 0.921, 0.966], [-0.379, 0.221, -0.632], [-0.045, 0.541, 0.073], [0.653, -1.368, 0.920], [0.281, -0.163, -0.259], [-0.607, 0.287, 0.810], [-1.056, 0.609, -0.632], [-0.102, 0.097, 0.330], [-0.130, -0.026, 0.128], [0.088, -0.507, -0.037], [-0.072, -0.135, 0.532], [-0.153, -0.203, 0.149], [0.373, -0.218, 0.094], [0.281, -0.533, -0.502], [0.280, -0.397, 0.010], [-0.059, 0.045, 0.118], [0.098, 0.198, -0.084], [0.078, 0.193, -0.279], [-0.392, 0.361, -0.202], [-0.249, 0.274, -0.028], [1.525, -0.415, 0.376], [-0.773, 0.115, 0.662], [-0.778, 0.259, -0.821], [1.145, 1.174, -1.572], [-0.978, -0.761, 1.143], [0.192, -0.477, 0.374]],
  "e_tot_ha": -500.54293,
  "gap_ev": 9.12,
  "relative_energy_kcal_mol": 39.5,
  "e_homo_ev": -8.4510
}

=====

Record 5
{
  "formula": "C6H20NO4",
  "method": "wB97M-V/def2-TZVPD",
  "species": ["C", "N", "C", "O", "C", "C", "C", "C", "H", "H", "H", "H", "H", "H", "H", "H", "H", "H", "H", "H", "H", "H", "H", "H", "O", "H", "H", "O", "H", "H", "O"],
  "xyz": [[1.0331, -0.6195, 0.3758], [1.4888, 0.5841, 1.1267], [0.4185, 1.5884, 1.4505], [0.1171, 1.3726, 2.7751], [0.1523, -0.3472, -0.8119], [0.4120, -1.3960, -1.9113], [0.0646, -0.8739, -3.3095], [-0.6592, -2.5162, -1.6454], [0.5537, -1.4331, 0.9694], [1.9962, -1.1088, 0.1032], [2.1044, 0.2676, 1.8744], [0.7394, 2.6476, 1.4116], [-0.4535, 1.4157, 0.7885], [-0.9493, -0.3546, -0.6361], [0.4228, 0.6253, -1.2390], [1.3530, -1.9253, -1.8688], [0.5556, -1.4183, -4.1275], [-0.9824, -1.0077, -3.5792], [0.4375, 0.1647, -3.4248], [-0.2328, -3.1892, -0.8583], [-0.7160, -3.3342, -2.3845], [-1.5823, -2.0941, -1.3165], [-2.5414, 0.0957, 1.4559], [-3.4532, -0.9682, 0.8155], [-3.0515, -0.1839, 0.4172], [-2.8487, 0.9698, 2.8393], [-0.8296, 0.8612, 2.7701], [-2.1373, 0.3641, 2.5978], [2.1684, 1.6602, -0.5207], [2.7892, 2.6659, -1.4737], [2.7213, 1.7139, -1.3129]],
  "forces_ev_per_a": [[0.715, -0.475, 0.469], [-2.146, -1.664, -0.176], [-0.237, 1.435, 0.927], [0.371, -0.671, -0.557], [0.274, 0.500, -1.313], [-2.893, -1.457, -0.608], [1.260, 0.656, -0.685], [2.522, -1.921, 0.881], [0.186, 0.845, 0.488], [-0.403, 0.374, -0.212], [0.062, 0.805, 0.241], [0.453, -0.684, -0.716], [0.581, -0.090, 0.165], [0.812, 0.241, 0.489], [-0.061, -0.007, 0.098], [0.656, 0.528, -0.027], [0.267, -0.204, 0.436], [-0.192, 0.578, 0.478], [-0.618, -0.347, -0.081], [-0.580, 0.777, 0.350], [-0.411, 0.999, -0.581], [-0.807, -0.018, -0.087], [-0.468, -0.140, -1.637], [-0.256, -0.078, -0.618], [0.701, -0.165, 1.370], [0.284, 0.018, 0.242], [-1.143, -0.474, 0.166], [0.872, 0.516, 0.626], [0.220, -0.036, -0.178], [0.083, -0.255, -0.096], [-0.104, 0.415, 0.146]],
  "e_tot_ha": -596.15247,
  "s2": 0.76,
  "gap_ev": [9.12, 4.64],
  "relative_energy_kcal_mol": 18.1,
  "e_homo_ev": [-8.8317, -8.7520],
  "multiplicity": 2
}

=====

Record 6
{
  "formula": "C6H21AlN5O5",
  "method": "wB97M-V/def2-TZVPD",
  "species": ["Al", "O", "H", "O", "H", "C", "O", "N", "N", "H", "H", "H", "H", "C", "O", "N", "N", "H", "H", "H", "H", "C", "C", "C", "O", "C", "N", "H", "H", "H", "H", "H", "H", "H", "H", "H", "H", "H"],
  "xyz": [[0.5709, -1.7155, 1.1003], [0.7329, -1.8812, -1.7790], [-0.1851, -1.6032, -1.6505], [-1.5163, -2.6640, 2.5790], [-2.2661, -2.1276, 2.8767], [3.9127, -1.3453, -0.5675], [3.3159, -1.9058, 0.3685], [5.1884, -0.9636, -0.4460], [3.3458, -0.9781, -1.7308], [5.8011, -0.5334, -1.1140], [5.6246, -1.3453, 0.3808], [2.3607, -1.1986, -1.8724], [3.9255, -0.5442, -2.4253], [1.0651, 1.7577, -1.0488], [0.6086, 0.8219, -0.3860], [0.4012, 2.7477, -1.6826], [2.3957, 1.8979, -1.2732], [0.8947, 3.6019, -1.8594], [-0.5946, 2.7130, -1.5238], [3.0172, 1.1490, -1.0182], [2.8167, 2.6146, -1.8356], [-3.9454, -0.1969, -0.6375], [-2.5320, -0.1090, -0.0554], [-2.4869, 0.3417, 1.4223], [-1.0932, 0.5843, 1.7166], [-0.9080, 1.2484, 2.9604], [-2.0272, -1.4883, -0.1423], [-4.4837, -0.8846, 0.0184], [-4.1367, -0.4561, -1.6789], [-4.3651, 0.8150, -0.6212], [-1.9737, 0.4414, -0.8138], [-2.8113, -0.4790, 2.0623], [-3.0901, 1.2394, 1.5608], [-1.1929, 2.2845, 2.7622], [0.1200, 1.1329, 3.2943], [-1.5883, 0.8659, 3.7258], [-2.2482, -1.7809, -1.0897], [-2.6528, -2.0567, 0.4234]],
  "forces_ev_per_a": [[-2.638, 0.541, -2.620], [-0.174, -0.273, 2.451], [0.126, 0.148, -0.231], [2.002, -0.149, -0.971], [0.480, 0.488, -0.008], [-0.666, 0.975, -1.309], [-0.964, -0.199, 0.776], [1.341, -0.557, 1.780], [-0.234, -0.314, 0.447], [-0.354, -0.147, -0.358], [0.209, 0.247, -0.101], [-0.202, 0.020, -0.285], [-0.230, -0.133, -0.239], [1.836, -0.288, -0.170], [-0.356, 0.293, -0.311], [-1.720, -0.667, 0.453], [1.230, -0.516, 0.538], [-0.376, 0.196, -0.107], [0.092, 0.685, -0.154], [-0.249, -0.028, 0.179], [-0.350, 0.095, -0.112], [-0.801, 1.407, 1.131], [-0.842, -1.092, -1.306], [1.471, 0.074, -1.512], [-0.208, -0.884, 0.002], [-0.776, 0.291, -0.223], [0.989, -0.219, 0.295], [-0.589, 0.228, -0.202], [0.931, -0.558, -0.022], [-0.440, -0.125, 0.495], [0.553, 0.624, 0.929], [-0.471, 0.151, 0.010], [0.071, 0.066, 0.220], [0.392, 0.206, 0.464], [0.000, 0.172, -0.142], [0.117, -0.175, 0.070], [0.397, -0.268, -0.114], [0.402, -0.314, 0.258]],
  "e_tot_ha": -1133.23323,
  "gap_ev": 5.01,
  "relative_energy_kcal_mol": 32.5,
  "e_homo_ev": -12.7545,
  "charge": 1
}